No. 1
A 3-piece molecular cluster, C15H20ClF17NO4P overall, computed with ωB97M-V with the def2-TZVPD basis set.

Structure (XYZ):
```
59
Properties=species:S:1:pos:R:3:forces:R:3:lowdin_charge:R:1
C 2.890072 1.233269 0.523443 0.1648 -0.1610 -0.2268 -0.0749
O 2.335728 1.512761 -0.759143 -0.0840 0.0357 0.0116 -0.2488
C 3.276414 1.483771 -1.825064 -0.0386 0.1185 0.0715 -0.2230
C 3.907829 0.109285 -2.089370 0.1020 -0.0147 -0.2146 -0.5438
N 5.003867 0.254616 -3.041501 -0.1329 0.0523 -0.0357 -0.0781
C 6.342215 0.149596 -2.484783 0.2166 -0.0177 0.0376 -0.2093
C 6.829001 1.495688 -1.975094 -0.0025 -0.1620 -0.0439 -0.2014
F 8.168163 1.386474 -1.615857 0.0283 -0.0227 0.0498 -0.0599
P 2.581117 -0.986055 -2.796094 0.1865 0.0554 -0.0373 0.5906
O 1.650073 -1.133219 -1.466608 -0.1515 -0.0576 0.0455 -0.3720
Cl 3.612705 -2.766862 -2.649251 -0.0352 -0.0463 0.0392 0.2403
H 3.948219 1.511207 0.555195 -0.0536 0.1219 0.0510 0.0901
H 2.819214 0.164895 0.744850 -0.0590 0.0434 0.0677 0.0899
H 2.339457 1.811050 1.262923 -0.0186 -0.0360 0.0019 0.0931
H 2.726002 1.803137 -2.715369 0.0409 0.0118 0.0239 0.1198
H 4.060919 2.229450 -1.649954 0.0362 -0.0825 0.0312 0.1166
H 4.263472 -0.362951 -1.165416 -0.0934 0.0775 0.0718 0.1050
H 4.902115 -0.366725 -3.831424 0.0189 -0.0223 0.0234 0.0780
H 7.037055 -0.174784 -3.262362 -0.0834 0.0342 -0.0379 0.1261
H 6.407129 -0.587316 -1.673093 -0.0390 -0.0125 -0.0240 0.1196
H 6.748527 2.243646 -2.764301 -0.0565 0.0604 0.0640 0.1205
H 6.281125 1.809910 -1.083865 -0.0228 0.1034 -0.0541 0.1045
H 1.212479 -0.283118 -1.283680 0.0311 -0.1323 0.0582 0.0160
C -3.446273 1.819780 0.474597 -0.1334 -0.3562 0.3311 -0.0466
C -4.106555 3.170794 0.170408 0.2582 0.1122 -0.0263 -0.4384
C -4.895226 3.295611 -1.136203 -0.0914 0.0289 0.0161 -0.3077
F -4.082946 3.131922 -2.199899 0.0550 -0.0163 -0.0077 0.0975
F -5.433698 4.532430 -1.200839 0.0111 -0.0128 -0.0171 0.1020
F -3.198651 4.164248 0.252811 -0.0255 -0.0349 -0.0236 0.1424
F -5.029382 3.361508 1.158121 -0.0417 -0.0359 0.0066 0.1071
O -2.059870 1.702574 0.199425 0.0793 0.4846 -0.2665 0.0485
C -1.588627 1.264189 -1.001391 -0.2225 -0.3157 0.2300 -0.5262
C -0.646119 2.281896 -1.650631 0.0652 0.0095 -0.0174 -0.2816
F -1.315331 3.416656 -1.924615 -0.0373 -0.0471 -0.0182 0.1124
F -0.194080 1.753300 -2.815814 0.0390 0.0121 0.0345 0.0925
F -2.567692 0.883963 -1.837237 0.0115 0.0944 -0.0249 0.1609
F -0.845363 0.140124 -0.749372 0.0199 0.0557 -0.0468 0.1121
H -3.507857 1.717689 1.555498 0.0050 0.0260 0.0231 0.1346
H -4.013482 0.994081 0.047243 -0.0410 0.0911 -0.1503 0.1417
H -5.700043 2.556672 -1.174405 0.0135 -0.0086 -0.0100 0.1732
H 0.200606 2.488694 -0.997382 0.0462 0.0113 0.0184 0.1592
C -3.623192 -2.892199 1.800877 -0.2507 -0.1096 -0.4517 -0.0408
C -3.397852 -1.604503 2.604926 0.0245 -0.0975 0.1819 -0.4288
C -2.013615 -0.951160 2.525423 -0.0169 0.0606 -0.0482 -0.3038
F -1.074034 -1.754077 3.056270 0.0038 -0.0225 0.0235 0.1069
F -2.045440 0.199301 3.241448 0.0207 0.0037 -0.0097 0.0978
F -3.756934 -1.780378 3.888810 0.0352 0.0088 -0.0282 0.1471
F -4.247174 -0.669296 2.062793 -0.0186 -0.0708 -0.0650 0.0849
O -3.549748 -4.105767 2.518515 0.1771 0.2081 0.4458 0.0518
C -2.381916 -4.809873 2.636419 -0.1330 -0.0707 -0.2102 -0.5463
C -1.997495 -5.008691 4.108281 -0.0087 -0.0358 0.0467 -0.2867
F -1.805956 -3.815684 4.703830 0.0073 0.0150 -0.0209 0.1025
F -0.842548 -5.706722 4.163658 -0.0115 0.0057 0.0113 0.1024
F -1.377237 -4.256737 1.937335 0.0206 0.0354 0.0415 0.1561
F -2.597038 -6.045096 2.127033 0.0468 -0.0098 -0.0577 0.1440
H -4.661312 -2.834860 1.475838 0.0032 -0.0028 0.0118 0.1497
H -3.004333 -2.909736 0.902791 0.1168 0.0664 0.0945 0.1497
H -1.752304 -0.712229 1.490862 0.0175 -0.0293 0.0117 0.1557
H -2.784182 -5.556150 4.630393 0.0006 -0.0001 -0.0022 0.1754
```
Positions in Å, forces in eV/Å.

Results
highest occupied orbital energy	-9.119	eV
multiplicity	1
frontier orbital gap	0.34848	hartree
net charge	0
calculated total energy	-93568.6381	eV

---

No. 2
A 3-piece molecular cluster, C6H14O2 overall at a distorted geometry, computed with ωB97M-V with the def2-TZVPD basis set.

Structure (XYZ):
```
22
Properties=species:S:1:pos:R:3:forces:R:3:lowdin_charge:R:1
C -1.104243 0.372628 -1.625288 1.3392 0.9856 0.0808 -0.2855
C 0.329427 0.557748 0.161963 -1.1716 0.1831 -2.9691 -0.2788
C 0.632282 0.031876 2.786955 -1.0375 -1.0008 -0.2660 -0.1424
C -0.509295 -0.290579 0.852314 1.4524 -0.1857 3.4717 -0.0815
C -1.883473 -0.893081 -1.843689 0.1324 -0.1445 0.3509 -0.0980
C 1.664811 0.117900 -0.341433 -0.1177 0.2551 -0.1487 -0.0887
O -0.262755 0.710444 -2.689684 -0.1269 -0.1048 -0.1969 -0.0735
O 1.968381 0.447206 2.824973 -0.4971 0.1197 -0.5478 -0.0986
H 0.213532 -0.080547 -2.968852 -0.0390 0.0609 0.0174 0.0869
H 1.999641 1.397942 2.673953 0.0227 -0.0383 0.0170 0.0833
H -1.709877 1.247244 -1.400082 -0.0209 -0.0553 0.0383 0.1054
H 0.227919 1.622220 0.360009 -0.1012 -0.0268 -0.1941 0.1191
H -0.048676 0.688822 3.332456 0.0575 -0.0301 -0.0965 0.0655
H 0.587515 -1.002298 3.116831 0.0200 0.1344 0.1632 0.0613
H -1.491017 0.051433 1.154063 0.0299 -0.0402 0.0713 0.0840
H -0.372860 -1.359229 0.732864 -0.1321 0.0100 -0.0363 0.0848
H -2.607926 -1.043748 -1.042852 0.0587 -0.0699 0.0632 0.0703
H -2.450923 -0.872210 -2.785896 0.1900 0.1836 0.1176 0.0827
H -1.224069 -1.767581 -1.877987 -0.0351 -0.0047 0.0283 0.0769
H 1.905927 0.641666 -1.269089 -0.0400 -0.0239 -0.0691 0.0717
H 1.689761 -0.956182 -0.527899 0.0326 -0.0311 0.0763 0.0862
H 2.445917 0.378326 0.376370 -0.0162 -0.1763 0.0284 0.0691
```
Positions in Å, forces in eV/Å.

Results
highest occupied orbital energy (alpha / beta)	-6.272 / -6.282	eV
multiplicity	1
frontier orbital gap (alpha / beta)	0.26247 / 0.26332	hartree
energy above the lowest of the compared OMol25 structures with the same formula, charge and spin	137.3	kcal per mole
net charge	0
calculated total energy	-10538.6613	eV

---

No. 3
A 2-piece molecular cluster, C4H15N2OS overall at a distorted geometry, computed with ωB97M-V with the def2-TZVPD basis set.

Structure (XYZ):
```
23
Properties=species:S:1:pos:R:3:forces:R:3:mulliken_spin:R:1
N -1.613568 -0.134135 0.505061 -0.0089 -0.4166 1.6953 0.6246
C -0.306686 -0.557164 -0.033965 0.2100 -0.3096 -1.6774 1.2653
C 0.645785 0.592864 -0.231207 1.2551 1.0945 0.9048 0.1235
C 2.135000 0.191588 -0.303942 -0.7696 -1.0290 -0.2309 -0.0956
S 3.241349 1.595972 -0.129416 0.3305 0.1444 0.0003 0.0283
C -0.532963 -1.402735 -1.322532 0.1836 0.1862 1.5145 -0.1778
N -1.612628 -2.366211 -1.102394 0.4823 0.4815 0.0695 0.0184
H -1.543169 0.163661 1.517528 0.1817 0.3199 -0.1359 -0.3795
H -2.218456 -0.970359 0.614968 -0.1701 0.0506 -0.5941 -0.6105
H -2.120896 0.618116 0.002750 -0.0021 0.0318 -0.3375 -0.7398
H 0.182655 -1.239538 0.656571 -0.4619 0.0518 0.5307 1.2978
H 0.657784 1.179255 0.687187 -0.4401 -0.0476 0.1010 -0.0907
H 0.437027 1.350642 -0.989079 -0.4411 -0.4527 -0.3389 0.0731
H 2.415214 -0.301584 -1.232289 -0.0640 0.1666 -0.2849 -0.0061
H 2.282018 -0.594071 0.442670 0.4014 0.3337 0.2166 -0.0391
H 3.428905 1.571577 1.197396 -0.1631 -0.0771 -0.0050 -0.0014
H -0.741796 -0.711577 -2.134868 0.0426 -0.2579 -0.2610 -0.0935
H 0.429471 -1.906621 -1.418491 0.0401 -0.0110 -0.7235 0.0082
H -2.240840 -2.343893 -1.879133 -0.4103 -0.3887 -0.2868 -0.0248
H -1.269026 -3.298073 -0.914528 -0.1327 0.0296 -0.2095 -0.1051
H -0.819507 2.871484 2.756958 -0.1536 -0.3950 -0.3318 -0.0167
H -0.140670 3.184462 1.449127 -0.0557 -0.0940 -0.1880 0.0112
O -0.695008 2.506334 1.861625 0.1458 0.5888 0.5724 -0.0696
```
Positions in Å, forces in eV/Å.

Results
highest occupied orbital energy (alpha / beta)	-2.943 / -9.446	eV
multiplicity	2
frontier orbital gap (alpha / beta)	0.13171 / 0.36816	hartree
energy above the lowest of the compared OMol25 structures with the same formula, charge and spin	0.0	kcal per mole
net charge	0
calculated total energy	-20250.8163	eV

---

No. 4
A 2-piece molecular cluster, C7H12 overall at a distorted geometry, computed with ωB97M-V with the def2-TZVPD basis set.

Structure (XYZ):
```
19
Properties=species:S:1:pos:R:3:forces:R:3:lowdin_charge:R:1
C 3.293425 1.135678 0.992597 1.4116 -0.3954 -0.6061 -0.1312
C 2.822395 0.070083 0.097893 -0.7938 0.0245 0.5505 -0.0118
C 1.551983 -0.297524 0.015026 0.9849 -0.4054 0.0225 -0.1371
C 0.567704 0.778079 -0.061183 -1.3218 1.0874 -0.1154 -0.1636
C -0.722789 0.473031 -0.082400 0.4694 -0.7070 0.0370 0.0110
C -1.318605 -0.773749 -0.602978 -0.5048 -0.2934 -0.3838 -0.3043
C -2.826872 -0.599730 -0.872950 0.4666 -0.4356 0.5042 -0.1160
H 2.527430 1.602221 1.593632 -0.4242 0.2145 0.2145 0.0716
H 3.916581 1.861063 0.464141 -0.1897 0.1391 -0.0707 0.0785
H 4.038023 0.656201 1.647178 -0.2593 0.0256 0.1645 0.0928
H -11.277190 -1.535858 2.808852 0.0100 0.0608 0.0045 0.0001
H -11.394803 -2.264009 2.754703 -0.0100 -0.0608 -0.0045 -0.0001
H 1.130758 -1.275615 -0.095589 0.1199 -0.5118 -0.2288 0.0897
H 0.884975 1.801708 -0.023609 0.4719 0.2899 0.1084 0.0896
H -1.137703 -1.591648 0.111823 -0.1568 0.3067 0.3529 0.1213
H -0.818694 -1.144165 -1.502976 0.1372 0.2253 -0.2278 0.1076
H -3.345907 -1.543017 -1.075442 0.2228 0.1483 -0.1398 0.0693
H -3.248508 -0.171517 0.033063 -0.2889 0.1848 -0.1494 0.0652
H -2.927429 0.081348 -1.710414 -0.3451 0.1023 -0.0329 0.0674
```
Positions in Å, forces in eV/Å.

Results
highest occupied orbital energy	-7.296	eV
multiplicity	1
frontier orbital gap	0.21801	hartree
energy above the lowest of the compared OMol25 structures with the same formula, charge and spin	175.3	kcal per mole
net charge	0
calculated total energy	-7445.8296	eV